Formula: C57H81N11O5P
Source: the OMol25 dataset
Level of theory: the ωB97M-V functional and the def2-TZVPD basis

Summary:
HOMO energy in eV: -4.71
Energy above the lowest of the compared OMol25 structures with the same formula, charge and spin in kJ/mol: 79.5
Electronic energy in eV: -96334.9441
Molar mass in g mol⁻¹: 1031.3
LUMO level in eV: 1.788

```
! RIJCOSX wB97M-V def2-TZVPD def2/J DEFGRID3
* xyz -1 1
P 1.90406 0.40204 -2.42683
O 0.56888 -0.51103 -3.12929
O 2.28907 -0.85961 -1.28613
O -4.62089 1.06167 -1.77280
O -5.38467 -0.32817 -0.19560
O 0.89701 1.17831 -1.28233
N 6.66539 -5.76658 2.45930
N -4.67534 4.71711 -2.45899
N -7.86704 -6.80893 -4.25067
N 9.04532 4.48603 -3.88194
N -6.75933 3.98774 4.52770
N 8.55193 3.17336 0.82818
N -8.22365 -1.64469 -2.53190
N 4.96412 5.15991 -1.30370
N 8.34698 -1.25081 4.19637
N 2.84053 -5.62486 1.70480
N -11.04179 0.56089 2.18660
C 3.66182 -4.77346 3.57508
C -7.24818 2.71206 4.59964
C 9.11500 6.69420 -3.99122
C 9.36059 -1.43274 5.09744
C -2.54038 -1.81523 0.31591
C -12.00229 -0.36957 1.89012
C 1.07271 0.67410 0.02871
C 1.67032 -0.75724 -0.03216
C -4.78578 -1.52569 -0.72244
C 8.71711 -6.25197 3.13526
C 8.55255 -6.72348 1.80630
C -8.79821 -2.17852 -4.60293
C -11.66543 -0.95823 0.69907
C 9.35623 -0.36457 5.95476
C 1.94364 1.71740 0.74065
C 2.86387 -6.64442 2.61778
C 7.53297 -5.66902 3.50878
C -4.82007 0.81771 -0.63284
C -3.55796 5.22308 -1.85433
C 5.60005 5.21450 -0.09717
C 8.29402 0.49277 5.55664
C 5.26266 6.27841 -2.03182
C -8.53343 -8.75230 -5.07393
C -6.84724 4.44318 3.24032
C -7.65997 2.35032 3.34453
C -8.68725 -2.92991 -2.48625
C -5.47838 5.75284 -2.85654
C 3.36710 -6.14772 3.79079
C -4.87318 6.92624 -2.49168
C -7.54786 -8.99218 -4.07975
C 7.69061 -0.08359 4.47094
C 8.50375 5.63442 -3.37489
C -10.09397 0.56821 1.20194
C -7.15891 -7.77338 -3.58977
C -7.40464 3.45014 2.48091
C -1.58396 -2.66808 1.14068
C 10.05934 6.16184 -4.91108
C 6.09410 7.06333 -1.27645
C 7.73002 2.68757 -0.15057
C 8.57277 0.96866 1.02578
C 3.32832 -4.48391 2.27640
C -8.28345 -1.18213 -3.81839
C -4.48612 1.81110 0.48194
C 7.27439 -6.41038 1.42044
C 2.08600 4.11077 1.20045
C -0.13396 -2.15178 1.15396
C 1.25179 3.00139 1.05114
C -9.05554 -3.28946 -3.75616
C -3.99670 -2.30238 0.34673
C -10.45275 -0.36054 0.26430
C -3.65163 6.58854 -1.85211
C 0.40219 -1.66284 -0.19711
C 9.99028 4.79665 -4.82122
C 7.72358 1.32149 -0.05732
C -8.70951 -7.39596 -5.15316
C 9.06672 2.13266 1.55402
C 6.30908 6.38684 -0.04488
H 4.07203 -4.07850 4.28971
H 9.28590 -7.23373 1.20372
H -8.09197 1.40132 3.07412
H 4.36827 4.40780 -1.60952
H 8.00668 1.42454 6.01500
H 8.90762 7.73509 -3.80470
H 6.85513 0.23457 3.87093
H -2.79389 4.56182 -1.48017
H 0.03694 -1.38695 1.91923
H 6.50559 8.01388 -1.57440
H -9.35854 -6.80031 -5.77259
H -5.57093 -2.15247 -1.14842
H -8.97019 -2.11872 -5.66470
H -4.42829 -2.06533 1.31939
H 9.99432 -2.30196 5.04981
H -0.30277 -1.08144 -0.78100
H -1.57803 -3.69815 0.77102
H 0.96912 -1.14701 -3.73434
H 9.73620 2.30852 2.37906
H 7.73484 5.59907 -2.62247
H 0.05269 0.73501 0.43545
H 8.11917 -1.87924 3.44683
H 9.60091 -6.33160 3.74681
H -7.88798 -1.12154 -1.74121
H -4.05865 -3.36423 0.10979
H -7.78124 -5.81827 -4.09653
H -2.20094 -1.86532 -0.71696
H 8.79363 -0.02551 1.37757
H -9.46524 -4.24399 -4.04670
H -5.26282 7.91607 -2.66462
H 5.49194 4.41638 0.61729
H 7.16981 0.65011 -0.69317
H -7.26072 2.17489 5.53270
H 10.52977 4.02337 -5.34132
H 2.52144 -7.63070 2.35494
H -6.39088 4.51017 5.30124
H 8.78696 3.55545 -3.60556
H -2.51133 -0.78674 0.68857
H 3.39394 -3.56782 1.71250
H -1.91502 -2.73480 2.18304
H 2.51447 -5.70108 0.75759
H -5.09042 1.55108 1.35013
H 2.28550 1.33679 1.71026
H -6.41138 5.56528 -3.36094
H -9.90833 -0.59005 -0.63616
H -4.86738 3.73797 -2.59115
H -3.42817 1.76325 0.72672
H 2.34690 4.44178 2.20165
H -2.92398 7.26873 -1.44155
H -12.83824 -0.53118 2.54924
H 1.63936 1.40320 -3.43734
H -12.22380 -1.73078 0.19696
H -8.71692 -3.47500 -1.55759
H -11.03317 1.14809 3.00108
H -6.44129 -7.51048 -2.83137
H -6.50665 5.42998 2.97692
H 3.03398 1.24533 -2.05714
H 6.91580 6.72080 0.78142
H 0.49942 -2.99758 1.44351
H 2.80640 1.96717 0.11160
H 2.27016 -1.04683 0.83413
H 5.71905 -5.41643 2.45524
H -4.09419 -1.33264 -1.53923
H 10.03713 -0.21426 6.77636
H -7.95543 -0.18626 -4.06264
H -7.16864 -9.94896 -3.76098
H 8.74494 4.14564 0.98832
H 2.79970 -0.28424 -3.34888
H -7.60543 3.50493 1.42321
H 0.70763 -2.51961 -0.80151
H -9.05349 -9.49016 -5.66218
H 2.48898 4.52566 0.28163
H 7.22326 3.35319 -0.82633
H 7.23578 -5.19418 4.42874
H 0.16680 3.06577 1.15114
H 3.50908 -6.70566 4.70135
H 10.71305 6.71740 -5.56336
H -9.24792 1.23091 1.25058
H 4.86025 6.41757 -3.02074
H -4.75279 2.82840 0.20534
H 6.74908 -6.58935 0.49759
*
```

=====

Formula: C58H129F3N5O12Y
Source: the OMol25 dataset
Level of theory: the ωB97M-V functional and the def2-TZVPD basis

Summary:
HOMO energy in eV: -11.07
Electronic energy in eV: -103429.2186
Molar mass in g mol⁻¹: 1234.6
LUMO level in eV: -8.997

```
! RIJCOSX wB97M-V def2-TZVPD def2/J DEFGRID3
* xyz 2 1
Y 3.14079 0.87594 -4.22011
F 2.68268 -1.18888 0.02965
F 1.89431 0.71901 0.63640
F 0.76988 -1.12505 0.86396
O -2.37620 2.50999 3.98047
O 1.26745 2.24688 -3.68790
O 4.06012 -3.30810 -2.51487
O 0.39634 4.79598 -4.95030
O 3.86315 -1.35357 -4.35818
O 0.28568 0.91260 -1.48228
O 4.67820 -0.56361 1.83214
O 1.88354 -0.32936 -2.50272
O -1.13468 -0.96187 -6.65793
O 2.43153 4.37760 -1.44705
O -1.95272 -5.96321 -1.65481
O -1.92688 7.81034 0.40535
N -1.87052 1.55634 4.84939
N -2.99091 7.13507 0.96097
N -1.01463 -5.76255 -0.63511
N 5.09710 -1.47426 2.75757
N -1.86572 -1.60647 -5.71028
C -2.67320 -4.64838 1.09355
C -0.44545 3.16745 6.09600
C -1.88548 -0.20797 2.99582
C -4.17790 -0.43559 -5.63624
C -1.00957 1.13109 -0.81307
C -1.86086 6.97875 3.14503
C -1.65310 5.02400 1.65763
C -2.59888 6.17133 2.02977
C -1.62601 2.43974 -1.31521
C 7.31947 -1.69489 1.46946
C 4.82887 -2.72950 4.89346
C -2.18406 0.50469 -4.51424
C -3.87023 5.52812 2.67472
C -0.87060 -3.71891 -6.48704
C 3.37831 -4.24597 -1.76517
C -0.60887 -0.58802 5.09232
C -1.90387 5.17903 -4.89824
C 2.15249 -4.49148 -2.61542
C -1.07749 0.51252 4.09793
C 4.61463 4.40955 -0.27941
C 4.07874 -1.89688 3.76746
C -0.09084 -4.50675 1.24139
C -3.17700 -1.64692 -3.64537
C -3.13434 -3.22588 -7.36041
C -5.29603 6.11963 0.69180
C -4.07343 6.79665 0.00517
C -0.88850 0.91895 7.08255
C 0.96828 -0.33181 -1.38671
C -2.81915 -0.82368 -4.93815
C -2.82268 2.40972 6.87829
C -1.35109 -4.64305 0.29104
C 6.78358 -3.24038 3.41081
C 4.20071 -5.47246 -1.55904
C -2.56398 -3.76970 -4.81385
C 5.50977 -3.44186 1.21285
C 0.59374 -6.82478 0.89914
C 2.29637 4.84077 0.77614
C -3.62327 -3.04571 -4.04895
C 0.01457 -7.94433 -1.17826
C 3.48508 -0.63469 4.46242
C -1.47278 2.03647 6.19706
C -0.56032 -7.06441 -0.06804
C 0.05404 -0.06240 6.31227
C 5.75583 -3.83393 4.36996
C -1.67849 -7.81937 0.70091
C 2.96331 -2.79762 3.17958
C -3.58976 5.92939 -1.19832
C 1.59630 -0.44862 0.06564
C -0.52949 5.78129 -4.58316
C -1.23187 -3.39958 -0.62338
C 0.18890 1.06811 3.30760
C -2.17808 -3.09381 -6.14179
C -4.87161 4.95090 1.62616
C 3.15721 4.08735 -0.23970
C 6.15173 -2.43694 2.21332
C 0.38024 -5.79539 1.99588
C -4.63924 8.22135 -0.44043
C -0.23772 7.08699 -5.49960
H -4.92146 0.01417 -4.97827
H -1.16130 3.23833 -0.73693
H 3.19590 3.02778 0.01313
H -1.53581 0.33065 7.73293
H -3.30992 2.36725 4.15187
H -0.55969 6.04733 -3.52655
H -1.25213 0.35802 -3.96826
H 8.24936 -2.26309 1.49306
H 0.26205 -1.14705 -1.54394
H -2.17540 0.50705 2.22590
H -0.84093 -4.80675 -6.42526
H 0.89205 -7.79221 1.30311
H 4.42672 -5.47055 -0.49273
H -1.03714 1.01695 0.27059
H 0.11655 3.40525 6.99916
H -4.46249 -2.92537 -4.73402
H 4.12061 -1.75984 -5.18576
H -0.27271 -6.19544 2.77159
H -1.41495 4.41341 2.52858
H -2.11729 -3.34526 -1.25676
H -2.74996 2.56412 7.95484
H 1.08788 3.18442 -3.75868
H -3.03837 5.00503 -1.02618
H 7.07587 -1.28639 0.48871
H 2.47533 -2.36894 2.30424
H 5.11569 4.58593 0.67239
H -2.40130 -8.22835 -0.00504
H 4.54214 -3.05343 0.89520
H -1.71196 -3.76265 -4.13406
H 1.60582 -5.30635 -2.14082
H -1.87759 4.82749 -5.92966
H 2.21815 -2.96119 3.95810
H 3.35898 0.27101 3.86919
H -3.30922 -4.26632 -7.63424
H -5.48700 8.02074 -1.09554
H 4.89571 -3.16418 -2.06468
H -0.17719 1.30660 7.81184
H 0.37868 -8.84762 -0.68877
H -4.31615 6.19867 3.40932
H 2.98587 -3.77816 -0.86226
H -3.69337 4.66508 3.31658
H 2.49688 -0.82973 4.87899
H 7.63953 -0.91664 2.16227
H -1.29426 -8.48884 1.47050
H 1.48763 -3.63391 -2.71848
H -3.34585 3.24979 6.42148
H -2.82092 -0.70213 3.25823
H 0.78485 0.32819 2.77332
H 1.33806 -5.62935 2.48893
H 0.69567 -4.01159 0.67190
H -2.10963 4.38769 0.89948
H -4.45383 4.08668 1.10974
H -3.38061 1.47510 6.82071
H 7.57551 -2.65729 3.88087
H 0.02850 -1.30277 4.57176
H 0.35617 -0.92318 6.90882
H -0.18138 1.89882 2.70683
H -5.95365 5.73070 -0.08561
H -0.80629 7.98433 -5.25545
H 2.42798 4.36169 1.74633
H -2.49192 7.79276 3.50174
H -0.74764 5.43388 1.21013
H -0.99599 7.49334 2.72635
H 5.21277 -4.68576 3.96060
H -0.71598 -8.09740 -1.97258
H 5.98938 -3.54875 0.23989
H -1.23563 2.78653 -2.27200
H 3.24969 -3.80072 2.86355
H -2.21212 -1.70394 -3.14153
H -3.99649 -3.51896 -3.14074
H -4.92255 8.79981 0.43890
H -0.55482 -3.53792 -7.51448
H -2.93817 6.51392 -1.84781
H -1.62934 -0.93680 -7.48030
H -0.84297 4.03929 5.57641
H 5.40404 -4.41642 1.68946
H 1.93039 5.19396 -1.38374
H -3.07345 -3.66714 1.34867
H 2.40152 -4.74413 -3.64608
H -3.43957 -5.17333 0.52329
H -5.78088 4.51683 2.04198
H -2.64803 -5.24713 2.00402
H -6.04069 6.67220 1.26474
H -1.16972 -0.88189 2.52505
H -1.69618 0.40658 -1.25096
H -2.74876 -2.66942 -8.21468
H 1.18640 5.33985 -4.99026
H -2.20076 4.37305 -4.22716
H 4.18489 -3.24433 5.60645
H 7.33345 -4.10285 3.03413
H -4.35817 5.50285 -1.84309
H -2.89865 -4.79333 -4.98207
H 3.99881 -1.12427 1.45046
H 2.74829 5.81484 0.96336
H -1.62655 6.37406 4.02113
H -4.81350 -1.19443 -6.09260
H 0.40473 3.01948 5.43012
H 3.62483 -6.39095 -1.67234
H -0.35718 -3.44272 -1.27236
H -3.94671 0.17142 -6.51157
H -0.33332 6.89481 -6.56826
H 5.11755 -5.56142 -2.14180
H 0.80854 -7.40648 -1.69636
H 3.75636 -2.08779 -3.75340
H 0.89336 0.58640 6.06187
H -0.42652 -3.75874 1.95965
H -1.93850 1.18816 -5.32705
H -2.82021 1.14616 -3.90438
H 0.78956 7.40569 -5.32289
H -2.33385 -7.15679 1.26624
H 4.11871 -0.30866 5.28723
H -2.74469 5.86649 -4.99050
H -1.39068 -1.24830 5.46769
H -1.12133 -2.51431 0.00285
H -0.08161 -3.49369 -5.76950
H -1.93320 8.59009 0.96530
H 6.20623 -4.22976 5.28022
H 5.30170 -2.07171 5.62274
H 0.92719 1.44627 4.01472
H 4.79707 5.32294 -0.84556
H -2.71191 2.47423 -1.22732
H -3.92259 8.78442 -1.03832
H 1.47084 -6.47584 0.35413
H -1.49659 -5.81875 -2.48709
H 5.22944 3.79509 -0.93708
H -4.13575 -2.91829 -7.05931
H 1.22895 4.75989 0.57075
H -3.89867 -1.19211 -2.96681
H 0.87721 1.99020 -2.85240
*
```